{
  "formula": "C22H28N4O3S2",
  "method": "ωB97M-V/def2-TZVPD",
  "largest_force_ev_per_a": 0.94,
  "charge": 0,
  "homo_ev": -7.82,
  "spin_multiplicity": 1,
  "gap_ev": 7.081,
  "smiles": "CCOCCCNc1nc2c(C)cccn2c(=O)c1/C=C1\\SC(=S)N(CC(C)C)C1=O",
  "e_above_lowest_kcal_mol": 3.4,
  "species": ["C", "C", "O", "C", "C", "C", "N", "C", "N", "C", "C", "C", "C", "C", "C", "N", "C", "O", "C", "C", "C", "S", "C", "S", "N", "C", "C", "C", "C", "C", "O", "H", "H", "H", "H", "H", "H", "H", "H", "H", "H", "H", "H", "H", "H", "H", "H", "H", "H", "H", "H", "H", "H", "H", "H", "H", "H", "H", "H"],
  "positions_angstrom": [[1.562, -3.780, -3.728], [0.137, -3.517, -3.276], [-0.238, -2.221, -3.692], [-1.514, -1.836, -3.254], [-1.750, -0.380, -3.659], [-0.676, 0.549, -3.096], [-0.826, 0.716, -1.671], [-0.466, 1.813, -1.002], [-0.113, 2.871, -1.748], [0.063, 4.043, -1.194], [0.467, 5.145, -2.010], [0.724, 4.873, -3.454], [0.589, 6.381, -1.447], [0.321, 6.573, -0.075], [-0.046, 5.511, 0.682], [-0.164, 4.268, 0.142], [-0.490, 3.181, 1.030], [-0.660, 3.435, 2.206], [-0.542, 1.887, 0.413], [-0.711, 0.811, 1.328], [-0.393, -0.508, 1.271], [0.453, -1.401, 0.009], [0.418, -2.885, 0.952], [0.997, -4.312, 0.405], [-0.169, -2.670, 2.149], [-0.299, -3.714, 3.143], [1.015, -3.985, 3.888], [1.514, -2.724, 4.587], [0.786, -5.108, 4.894], [-0.657, -1.390, 2.402], [-1.241, -1.097, 3.421], [2.227, -3.040, -3.293], [1.630, -3.717, -4.811], [1.873, -4.769, -3.404], [0.071, -3.592, -2.181], [-0.551, -4.262, -3.708], [-1.589, -1.959, -2.160], [-2.287, -2.479, -3.707], [-1.714, -0.321, -4.746], [-2.739, -0.067, -3.322], [0.304, 0.116, -3.322], [-0.738, 1.539, -3.549], [-1.087, -0.103, -1.147], [-0.194, 4.538, -3.934], [1.449, 4.069, -3.556], [1.090, 5.763, -3.957], [0.891, 7.224, -2.051], [0.410, 7.550, 0.369], [-0.260, 5.559, 1.740], [-1.088, 1.121, 2.299], [-0.635, -4.625, 2.640], [-1.063, -3.371, 3.845], [1.764, -4.311, 3.159], [1.757, -1.945, 3.867], [0.753, -2.336, 5.261], [2.410, -2.942, 5.162], [1.711, -5.340, 5.415], [0.041, -4.813, 5.629], [0.441, -6.010, 4.392]],
  "forces_ev_per_a": [[-0.44, 0.15, 0.10], [0.12, -0.27, 0.10], [0.09, 0.22, -0.11], [-0.29, 0.08, -0.04], [0.35, -0.28, 0.17], [-0.04, 0.00, -0.56], [-0.04, -0.24, 0.24], [-0.17, 0.36, 0.47], [0.09, -0.20, -0.41], [-0.12, -0.02, 0.21], [0.12, 0.46, 0.07], [-0.02, -0.04, 0.05], [-0.06, -0.45, -0.08], [-0.11, -0.21, 0.25], [0.10, 0.74, 0.28], [0.09, 0.00, -0.49], [-0.05, -0.48, 0.13], [0.00, 0.08, 0.03], [0.21, 0.38, -0.31], [0.05, -0.74, 0.44], [0.03, 0.73, -0.59], [0.22, -0.24, 0.15], [0.02, 0.08, -0.31], [0.12, -0.02, -0.15], [0.05, -0.14, 0.05], [0.09, -0.40, 0.37], [-0.09, 0.08, 0.09], [-0.03, -0.16, -0.16], [0.07, 0.14, -0.27], [-0.48, 0.31, 0.47], [0.13, -0.06, -0.05], [0.12, 0.05, 0.06], [0.05, -0.03, -0.12], [0.08, -0.11, 0.02], [-0.04, -0.01, -0.14], [0.04, 0.08, 0.04], [-0.02, -0.03, -0.07], [0.08, 0.07, 0.10], [-0.05, 0.02, -0.04], [-0.05, 0.04, -0.04], [-0.03, 0.15, -0.04], [0.03, -0.18, 0.00], [-0.12, 0.11, 0.04], [-0.03, -0.05, -0.11], [0.05, -0.05, -0.10], [0.02, 0.07, -0.03], [0.03, 0.05, -0.12], [-0.02, 0.05, 0.12], [0.01, -0.04, -0.06], [-0.06, -0.09, -0.02], [-0.02, 0.12, 0.03], [0.06, -0.08, -0.07], [-0.10, 0.02, 0.05], [0.04, 0.13, -0.02], [-0.07, 0.08, 0.11], [0.11, 0.02, 0.06], [0.07, -0.06, 0.09], [-0.10, 0.01, 0.14], [-0.05, -0.15, 0.00]],
  "mulliken_charge": [-1.308, 0.124, -0.248, -0.361, -1.019, -0.354, -0.134, 0.577, -0.388, 0.256, 0.839, -1.389, -0.421, -0.691, -0.465, 0.042, -0.283, -0.708, 0.806, -0.234, -0.102, 0.055, 0.537, -0.285, 0.177, -1.724, 1.151, -1.431, -1.622, -0.036, -0.641, 0.263, 0.364, 0.392, -0.022, 0.274, 0.250, 0.369, 0.376, 0.368, 0.254, 0.225, 0.128, 0.285, 0.325, 0.381, 0.415, 0.412, 0.455, 0.514, 0.418, 0.429, 0.193, 0.273, 0.326, 0.463, 0.410, 0.357, 0.384]
}